Formula: C5H5N3
Source: the OMol25 dataset
Level of theory: ωB97M-V/def2-TZVPD

Output
Energy above the lowest of the compared OMol25 structures with the same formula, charge and spin in eV: 3.461
SMILES: N#CC#N.CC#CN

Positions of all 13 atoms, in Å:
N: 0.827 2.676 1.094
C: 0.200 2.104 0.315
C: -0.550 1.458 -0.820
N: -1.229 1.613 -1.755
C: 0.055 -1.309 -1.535
C: -0.078 -0.526 -0.304
C: 0.027 -0.472 0.927
N: 0.072 -0.264 2.226
H: 0.979 -1.034 -2.044
H: -0.773 -1.061 -2.201
H: 0.058 -2.379 -1.326
H: -0.556 -0.808 2.805
H: 0.969 0.000 2.616



Formula: C5H5N3
Source: the OMol25 dataset
Level of theory: ωB97M-V/def2-TZVPD

Output
Energy above the lowest of the compared OMol25 structures with the same formula, charge and spin in eV: 5.002
SMILES: C#Cc1cnn(N)c1

Positions of all 13 atoms, in Å:
C: 3.249 -0.561 0.294
C: 2.082 -0.184 -0.009
C: 0.755 0.114 -0.227
C: 0.174 1.417 -0.071
N: -1.089 1.252 0.087
N: -1.272 -0.188 -0.073
N: -2.584 -0.822 0.224
C: -0.217 -0.881 -0.278
H: 4.385 -0.569 0.032
H: 0.768 2.251 -0.103
H: -3.077 -0.010 0.969
H: -3.316 -0.933 -0.611
H: -0.390 -1.866 -0.205



Formula: C5H5N3
Source: the OMol25 dataset
Level of theory: ωB97M-V/def2-TZVPD

Output
Energy above the lowest of the compared OMol25 structures with the same formula, charge and spin in eV: 2.870

Positions of all 13 atoms, in Å:
C: 0.949 -1.569 0.765
C: 0.444 -0.305 -0.596
C: 0.116 0.806 -1.243
C: -0.857 0.409 1.278
C: -0.102 -0.502 0.701
H: 0.665 -2.588 1.248
H: 1.835 -1.228 1.361
H: 1.986 -1.726 -1.128
H: 0.278 0.940 -2.315
H: -1.561 0.305 2.110
N: 1.122 -1.478 -0.685
N: -0.758 1.616 -0.724
N: -1.294 1.470 0.451



Formula: C5H5N3
Source: the OMol25 dataset
Level of theory: ωB97M-V/def2-TZVPD

Output
Energy above the lowest of the compared OMol25 structures with the same formula, charge and spin in eV: 3.796
SMILES: [H]/N=c1/ccccnn1

Positions of all 13 atoms, in Å:
H: 2.321 -0.842 0.959
N: 2.119 0.101 0.912
C: 1.151 0.211 0.028
C: 0.425 1.365 -0.385
C: -0.997 1.431 -0.173
C: -1.748 0.350 0.374
C: -1.350 -1.013 0.457
N: -0.301 -1.558 -0.450
N: 0.716 -0.881 -0.980
H: 0.968 2.247 -0.807
H: -1.480 2.379 -0.217
H: -2.772 0.391 0.739
H: -1.660 -1.873 1.148



Across the entries above, orbital gap takes the values 9.2; 8.9; 9.3; 8.6 eV, respectively.
Across the entries above, calculated total energy takes the values -357.6454; -357.5888; -357.6671; -357.6331 a.u., respectively.